C15H38BF3N3O5PS | ωB97M-V/def2-TZVPD

Values from the calculation:
LUMO level, eV: -0.55
Calculated total energy, eV: -59828.1310
Net charge: 0

Geometry as XYZ:
```
67
Properties=species:S:1:pos:R:3:forces:R:3:lowdin_charge:R:1
C -1.71787 -2.90036 -4.09352 0.01 0.19 0.30 -0.098
C -0.59380 -2.48920 -3.14204 0.01 -0.66 -0.43 -0.249
C 0.83410 -2.54625 -3.75642 -0.28 0.13 -0.22 -0.453
C 0.94035 -3.25674 -5.11403 0.21 0.26 0.22 -0.093
P 2.06732 -3.13807 -2.50139 -0.33 0.60 0.48 0.832
S 2.79088 -1.00014 -2.01204 0.41 0.40 0.06 0.483
C 1.49363 -3.41382 -0.69415 0.10 0.23 -0.17 -0.305
O 1.08263 -2.26301 0.01400 0.17 0.04 -0.19 -0.219
N -0.35319 -2.10452 0.06204 -0.24 0.35 0.00 -0.002
O -0.83514 -2.78559 0.86380 -0.02 -0.26 0.00 0.103
B 3.93496 -3.37637 -3.09066 0.48 0.04 -0.13 -0.638
C 4.56301 -2.47416 -4.20107 -0.38 -0.30 0.09 -0.061
O 4.68987 -4.34183 -2.48385 -1.03 -0.09 0.13 0.114
C 1.69363 -5.03908 -2.82433 0.13 -0.56 0.24 -0.625
F 2.37837 -5.52781 -3.91179 -0.36 0.15 0.43 0.067
F 2.12195 -5.77739 -1.75186 -0.17 0.05 -0.59 0.066
F 0.38434 -5.37053 -3.00411 0.38 -0.04 0.02 0.083
H -1.64520 -3.94556 -4.37472 0.08 -0.09 -0.17 0.071
H -2.66338 -2.78221 -3.56878 -0.14 0.05 -0.02 0.076
H -1.74824 -2.27248 -4.97907 -0.03 -0.02 -0.17 0.075
H -0.79527 -1.48072 -2.79904 0.10 0.09 0.33 0.107
H -0.65525 -3.18114 -2.30538 -0.08 0.14 0.25 0.071
H 1.11555 -1.51751 -3.94779 0.29 0.05 0.07 0.072
H 1.98383 -3.30467 -5.41525 0.09 -0.16 -0.09 0.068
H 0.51412 -4.25020 -5.12992 -0.04 -0.13 -0.06 0.069
H 0.44495 -2.63287 -5.85258 -0.19 -0.07 -0.11 0.086
H 1.69550 -0.23510 -1.94868 -0.18 -0.12 0.13 -0.195
H 2.37012 -3.79044 -0.17591 0.07 -0.20 -0.03 0.109
H 0.70298 -4.15796 -0.66093 0.03 -0.24 -0.03 0.087
H 3.84163 -1.96117 -4.82688 0.01 0.08 -0.17 0.052
H 5.28889 -3.03281 -4.78924 0.07 -0.01 -0.18 0.071
H 5.10351 -1.70200 -3.65061 0.09 0.10 0.02 0.067
H 5.08659 -4.90105 -3.15350 0.72 -0.04 0.00 0.113
C -0.24994 0.00367 3.02645 0.16 0.10 0.07 -0.098
O -0.78489 1.21046 3.54061 0.03 0.00 -0.07 -0.199
C -2.19622 1.27965 3.57354 -0.14 0.17 -0.02 -0.213
C -2.84945 0.59060 4.77896 0.17 -0.14 0.04 -0.432
C -2.87793 -0.93131 4.67904 -0.11 -0.05 -0.01 -0.068
N -2.22511 0.97354 6.04765 -0.01 0.13 -0.10 0.040
H -0.88203 -0.40186 2.23355 -0.05 -0.01 0.01 0.068
H -0.12179 -0.74325 3.81339 -0.07 -0.08 -0.06 0.081
H 0.73290 0.22687 2.61239 -0.02 0.04 -0.02 0.093
H -2.43128 2.34692 3.62837 0.04 0.01 0.01 0.111
H -2.61597 0.90525 2.62996 0.00 -0.07 0.02 0.124
H -3.88711 0.93680 4.80475 -0.01 0.05 -0.03 0.135
H -1.90642 -1.36985 4.90430 0.04 0.03 -0.02 0.065
H -3.58681 -1.33834 5.39924 0.02 0.02 0.04 0.076
H -3.18168 -1.25939 3.68300 0.02 0.00 -0.01 0.077
H -2.31333 1.97646 6.18046 -0.07 -0.02 0.05 0.070
H -1.22494 0.81449 5.96450 0.00 -0.07 0.04 0.070
C 0.22417 7.45504 2.20192 0.11 -0.04 0.05 -0.108
O 0.10246 6.21034 2.86136 0.00 0.08 -0.04 -0.185
C -1.15879 5.58432 2.75148 -0.13 -0.14 0.12 -0.211
C -1.38018 4.79743 1.45220 0.16 0.14 -0.13 -0.438
C -1.65689 5.67738 0.23692 -0.12 -0.01 -0.04 -0.071
N -0.26612 3.89751 1.14903 -0.05 -0.08 0.25 0.050
H -0.71239 8.01972 2.23782 -0.02 0.00 -0.03 0.089
H 0.53410 7.33311 1.16112 -0.08 0.05 -0.03 0.075
H 0.99539 8.02477 2.71928 0.00 -0.01 0.02 0.087
H -1.20169 4.87681 3.58396 0.06 0.00 0.01 0.117
H -1.96110 6.31894 2.90784 0.00 0.02 -0.08 0.120
H -2.26771 4.17770 1.61632 -0.01 0.00 0.06 0.127
H -0.74512 6.13327 -0.14774 0.03 0.02 0.05 0.064
H -2.07835 5.07748 -0.56917 0.04 -0.03 0.00 0.074
H -2.36730 6.47221 0.47337 0.02 0.01 0.01 0.077
H -0.16424 3.23226 1.91286 -0.04 -0.10 -0.08 0.058
H 0.59039 4.44376 1.17097 0.01 0.01 -0.08 0.071
```
Positions in Å, forces in eV/Å.